[1]
Molecular formula: C9H11FN2O3
Method: DFT, ωB97M-V/def2-TZVPD

For the molar mass, the calculation gives 214.2 g mol⁻¹. Its energy relative to the best compared isomer or geometry (same formula, charge and spin) is 195.2 kJ/mol. The value obtained for the calculated total energy is -21347.9596 eV. The value obtained for the strongest force on any atom is 0.0693 Eh/bohr.

ORCA input file:
```
! wB97M-V def2-TZVPD RIJCOSX def2/J DEFGRID3
* xyz 0 1
C 2.76 0.39 1.61
C 1.80 1.17 1.06
C 3.78 -0.19 0.77
C 2.42 0.52 -1.15
C -1.53 0.97 -1.54
C -1.23 -0.02 -0.72
C 0.78 2.14 -0.99
C -0.56 -1.21 -1.35
C -1.56 -0.23 0.71
N 3.56 -0.02 -0.57
N 1.61 1.30 -0.29
O 4.69 -0.93 1.09
O 2.21 0.38 -2.29
O -1.97 0.99 1.56
F 0.21 2.94 -0.13
H 2.62 0.05 2.66
H 0.99 1.58 1.56
H -1.52 1.00 -2.62
H -1.99 1.81 -1.11
H -1.34 -1.92 -1.67
H 0.23 -1.62 -0.73
H 0.07 -0.92 -2.28
H -0.68 -0.57 1.32
H -2.39 -0.99 0.65
H 4.12 -0.56 -1.25
H -2.57 1.31 0.90
*
```

***

[2]
Molecular formula: C5H8O
Method: DFT, ωB97M-V/def2-TZVPD

For the molar mass, the calculation gives 84.1 g mol⁻¹. Its energy relative to the best compared isomer or geometry (same formula, charge and spin) is 189.2 kJ/mol. The value obtained for the calculated total energy is -7360.2946 eV. As for the SMILES: CC=C=C(C)O. The value obtained for the strongest force on any atom is 0.0083 Eh/bohr.

ORCA input file:
```
! wB97M-V def2-TZVPD RIJCOSX def2/J DEFGRID3
* xyz 0 1
C -2.27 -1.08 -0.33
C -1.29 -0.20 -1.05
C -0.15 0.17 -0.52
C 0.84 0.61 0.21
C 2.27 0.16 0.21
O 0.55 1.62 1.13
H -1.84 -1.49 0.59
H -3.15 -0.50 -0.06
H -2.59 -1.91 -0.98
H -1.59 0.20 -2.02
H 2.45 -0.66 -0.49
H 2.54 -0.15 1.23
H 2.91 1.01 -0.06
H 1.19 2.33 1.00
*
```

***

[3]
Molecular formula: C20H21BN6Zn
Method: DFT, ωB97M-V/def2-TZVPD

For the molar mass, the calculation gives 421.6 g mol⁻¹. The value obtained for the calculated total energy is -79114.9489 eV. The value obtained for the strongest force on any atom is 0.0993 Eh/bohr.

ORCA input file:
```
! wB97M-V def2-TZVPD RIJCOSX def2/J DEFGRID3
* xyz 0 1
H -0.19 2.74 0.87
N 0.12 1.54 -0.83
B 0.52 0.53 -3.09
N 0.58 1.76 -2.11
C 0.84 3.09 -2.24
Zn -1.01 -0.80 -0.27
H 1.11 3.53 -3.18
C 0.59 3.71 -1.03
H 0.63 4.76 -0.76
C 0.17 2.70 -0.16
H 0.84 0.89 -4.18
C -0.99 -2.72 0.15
H -1.16 -2.91 1.21
H 0.06 -2.62 0.01
H -1.54 -3.49 -0.32
N -0.95 -0.05 -3.11
N 1.51 -0.49 -2.50
N -1.68 -0.49 -1.95
N 1.26 -1.03 -1.26
C -1.78 -0.08 -4.16
C 2.65 -1.00 -3.02
H -1.39 0.22 -5.09
H 3.03 -0.70 -3.99
C -3.03 -0.53 -3.76
C 3.15 -1.97 -2.12
C -2.92 -0.79 -2.41
C 2.22 -1.96 -1.05
H -3.91 -0.64 -4.35
H 4.02 -2.60 -2.19
H -3.68 -1.17 -1.71
H 2.21 -2.61 -0.17
H -1.07 0.70 0.38
C 1.98 -0.77 4.48
C 2.21 -0.98 3.12
C 1.24 -0.63 2.17
C 0.00 0.00 2.49
C -1.05 0.47 1.56
C -2.19 0.99 2.14
C -2.26 1.34 3.51
C -1.27 0.96 4.38
C -0.16 0.24 3.92
C 0.81 -0.16 4.87
H 2.71 -1.10 5.20
H 3.15 -1.43 2.78
H 1.46 -0.80 1.12
H -2.94 1.33 1.40
H -3.13 1.91 3.87
H -1.40 1.11 5.44
H 0.62 -0.01 5.93
*
```

***

[4]
Molecular formula: C19H27N7SSiY
Method: DFT, ωB97M-V/def2-TZVPD

For the molar mass, the calculation gives 502.5 g mol⁻¹. Its energy relative to the best compared isomer or geometry (same formula, charge and spin) is 44.9 kJ/mol. The value obtained for the calculated total energy is -50328.5616 eV. The value obtained for the strongest force on any atom is 0.0060 Eh/bohr.

ORCA input file:
```
! wB97M-V def2-TZVPD RIJCOSX def2/J DEFGRID3
* xyz 1 1
Y -0.61 -0.22 0.15
C -1.10 2.69 3.75
C -1.06 1.49 2.86
N -1.33 1.50 1.61
N -1.67 2.67 0.99
C -2.37 2.44 -0.11
N -2.74 3.54 -0.79
S -2.88 0.90 -0.77
C -0.81 0.13 3.44
C -0.61 -0.03 4.81
C -0.47 -1.31 5.32
C -0.52 -2.40 4.46
C -0.70 -2.15 3.11
N -0.84 -0.93 2.60
H -1.20 3.58 3.15
H -0.19 2.76 4.35
H -1.95 2.62 4.43
H -2.54 4.44 -0.39
H -3.34 3.46 -1.59
H -0.58 0.82 5.46
H -0.32 -1.46 6.38
H -0.43 -3.41 4.82
H -0.73 -2.97 2.40
C -1.62 -3.98 -0.93
C -0.90 -3.10 -1.92
C -0.70 -3.50 -3.22
C -0.08 -2.60 -4.09
C 0.33 -1.37 -3.66
C 0.12 -1.00 -2.32
N -0.50 -1.90 -1.48
N 0.47 0.18 -1.75
Si 1.03 1.63 -2.55
C 2.69 1.35 -3.37
C 1.24 2.90 -1.19
C -0.24 2.21 -3.79
H -1.30 -5.01 -1.02
H -2.70 -3.95 -1.11
H -1.44 -3.65 0.09
H -1.02 -4.47 -3.55
H 0.09 -2.89 -5.13
H 0.81 -0.67 -4.34
H 3.41 0.93 -2.67
H 3.09 2.31 -3.71
H 2.65 0.70 -4.24
H 1.37 2.46 -0.19
H 0.39 3.58 -1.12
H 2.13 3.51 -1.37
H -0.29 1.56 -4.67
H -0.01 3.22 -4.14
H -1.24 2.23 -3.34
C 3.96 -1.67 1.87
C 2.70 -1.11 1.42
N 1.72 -0.64 1.06
H 3.87 -2.76 1.94
H 4.20 -1.27 2.85
H 4.74 -1.41 1.16
*
```

***

Which formula does entry 2 have? C5H8O

***

The lowest molar mass belongs to which entry? C5H8O

***

Repeat the second record exactly.
Molecular formula: C5H8O
Method: DFT, ωB97M-V/def2-TZVPD

For the molar mass, the calculation gives 84.1 g mol⁻¹. Its energy relative to the best compared isomer or geometry (same formula, charge and spin) is 189.2 kJ/mol. The value obtained for the calculated total energy is -7360.2946 eV. As for the SMILES: CC=C=C(C)O. The value obtained for the strongest force on any atom is 0.0083 Eh/bohr.

ORCA input file:
```
! wB97M-V def2-TZVPD RIJCOSX def2/J DEFGRID3
* xyz 0 1
C -2.27 -1.08 -0.33
C -1.29 -0.20 -1.05
C -0.15 0.17 -0.52
C 0.84 0.61 0.21
C 2.27 0.16 0.21
O 0.55 1.62 1.13
H -1.84 -1.49 0.59
H -3.15 -0.50 -0.06
H -2.59 -1.91 -0.98
H -1.59 0.20 -2.02
H 2.45 -0.66 -0.49
H 2.54 -0.15 1.23
H 2.91 1.01 -0.06
H 1.19 2.33 1.00
*
```

***

strongest force on any atom of number 4 (C19H27N7SSiY)? 0.0060 Eh/bohr